Computed, not measured: C26H50OP2SiTm as an isolated structure at a distorted geometry, with ωB97M-V/def2-TZVPD.

## Properties
- Frontier orbital gap (spin up / spin down): 0.24676 / 0.24811 Ha

Geometry as ORCA input:
```
! RIJCOSX wB97M-V def2-TZVPD def2/J DEFGRID3
* xyz 1 3
H 4.3170 1.0757 3.6091
H -1.2935 -3.2506 0.0425
H -5.2388 -0.0489 -3.8609
H 2.7005 -1.6431 -0.0338
H 1.1106 -4.3100 0.6524
C 0.0368 0.9984 -4.8482
H 2.9610 1.9204 4.3805
H -0.9015 -2.4964 -3.3325
H -2.3637 -1.6647 -1.7339
H -2.3188 -0.5049 3.9047
H -4.2223 -1.1113 -2.8995
H -2.6821 -0.3877 0.2133
H 0.2599 -3.5807 -2.5185
C 4.4706 3.0837 0.8572
H 4.1268 3.3247 -0.1589
C -2.1689 0.1995 -0.5676
H -1.2132 0.5010 -0.0571
C 1.0426 0.0895 -2.3103
H 5.2578 2.3192 0.7738
H 0.8396 -2.3409 -3.6718
P 0.3351 -1.4086 -1.4424
H 0.6145 3.2534 -3.0107
C -4.4689 -0.0504 -3.0683
H 3.3803 -0.7295 2.9112
C -0.7715 -1.0998 2.5536
H -2.1721 0.5395 2.4871
O 2.3725 1.1077 1.2296
C 1.3773 -4.0164 1.6754
H 1.6444 0.7663 -1.6579
C -0.5263 -2.2999 1.8279
H -2.9095 -1.0666 2.3349
H -3.2173 0.6181 -4.7381
H -5.0429 1.9329 -0.2171
C -3.2173 0.6725 -3.6317
H 0.0163 2.7517 -1.3882
C 0.5171 0.2615 4.3190
H 0.9701 -4.7971 2.3399
H -0.8717 0.7563 -5.4259
C -1.9077 0.0042 -3.1275
H 2.7744 -1.8968 -1.7759
P -0.3059 1.0015 -3.0456
H 4.9430 3.9912 1.2655
H 1.3349 0.0176 5.0064
C 1.7314 3.7819 2.1340
C -1.5242 -3.1355 1.1138
H 2.4695 -4.0400 1.7672
H -2.7825 2.1417 0.1314
C -0.2078 2.7178 -2.4755
C -4.4371 1.3618 -0.9371
H 1.3253 4.0849 1.1592
H -1.7001 -0.7701 -3.8866
H -6.1108 0.3128 -1.6899
C 0.8293 -2.6865 2.0437
C -2.9507 1.5330 -0.7728
Si 3.0474 2.4407 1.9134
H 1.9895 -3.1273 -0.7550
C -1.9728 -0.6424 -1.7886
H -2.5005 2.1141 -1.5912
Tm 1.1647 -0.4526 0.7982
C 1.4442 -1.7026 2.8781
H 4.4185 2.8133 3.9232
C 2.1044 -2.0506 -0.9190
H 2.9362 -1.5806 4.3913
H -1.5640 -4.1488 1.5443
C 3.7401 2.0086 3.6136
C 2.8694 -1.6279 3.2975
H 0.6890 1.2769 3.9392
H -1.1529 3.2536 -2.6851
H 3.4471 -2.4961 2.9580
H 1.7002 -0.2599 -3.1254
C 0.1013 -2.5523 -2.8828
C -2.1045 -0.5045 2.8246
H 0.4197 1.9753 -5.1888
H 2.1267 4.6885 2.6173
H 0.7957 0.2342 -5.0714
H -0.4185 0.2824 4.8956
C 0.4328 -0.7417 3.2335
H -3.2573 1.7418 -3.3864
H 0.8922 3.4234 2.7465
C -5.0511 0.5602 -1.8208
H -2.5287 -2.7092 1.1914
*
```